Entry from the OMol25 dataset: a molecular structure, C3H7CuO2 (ωB97M-V with the def2-TZVPD basis set).

Calculated values
⟨S²⟩ ... 2.004
Relative energy (zero: lowest compared OMol25 entry of this formula, charge and spin) ... 88.8 kJ/mol
Total energy ... -51953.164 eV
Frontier orbital gap (alpha / beta) ... 0.246 / 0.296 hartree
Strongest force on any atom ... 2.33 eV/Å
2S+1 ... 3
HOMO (alpha / beta) ... -0.2274 / -0.3395 Eh
LUMO level (alpha / beta) ... 0.0188 / -0.0436 Eh

Last column: Mulliken spin population.
Geometry (Å):
C1 1.600 -1.064 -0.454  -0.009
O1 0.511 -0.160 -0.256  -0.169
C2 -0.468 -0.577 0.611  0.011
C3 -1.164 0.269 1.364  0.002
H1 1.691 -1.221 -1.534  0.005
H2 2.531 -0.626 -0.070  0.024
H3 1.392 -2.020 0.044  0.014
H4 -0.656 -1.654 0.574  0.006
H5 -0.728 1.224 1.666  0.011
Cu1 0.570 1.793 -0.832  1.945
O2 -1.183 2.159 -1.029  0.146
H6 -2.271 0.400 1.150  0.000
H7 -1.824 1.477 -1.233  0.013

***

Entry from the OMol25 dataset: a molecular structure, C3H7CuO9S2 (ωB97M-V with the def2-TZVPD basis set).

Calculated values
⟨S²⟩ ... 0.758
Total charge ... -3
Total energy ... -87955.694 eV
Frontier orbital gap (alpha / beta) ... 0.215 / 0.180 hartree
Strongest force on any atom ... 7.45 eV/Å
2S+1 ... 2
HOMO (alpha / beta) ... 0.0605 / 0.0790 Eh
LUMO level (alpha / beta) ... 0.2753 / 0.2594 Eh

Last column: Mulliken spin population.
Geometry (Å):
Cu1 -1.133 0.580 0.333  0.415
S1 -1.372 2.538 2.534  -0.009
O1 -0.225 2.663 3.317  0.015
O2 -1.013 2.944 1.197  0.131
O3 -1.744 1.165 2.393  0.069
O4 -2.424 3.378 3.084  0.016
S2 -0.328 2.396 -2.439  -0.021
O5 -1.406 2.669 -3.391  0.076
O6 0.900 2.089 -3.115  0.001
O7 -0.042 3.348 -1.345  0.036
O8 -0.953 1.257 -1.801  0.197
C1 1.885 -2.793 0.599  0.000
C2 1.098 -1.729 -0.170  0.001
C3 -0.254 -2.214 -0.646  -0.015
O9 1.021 -0.480 0.468  0.078
H1 1.972 -3.641 -0.080  0.001
H2 1.361 -3.201 1.463  0.001
H3 2.878 -2.489 0.932  0.001
H4 1.703 -1.450 -1.033  0.003
H5 -0.521 -1.696 -1.567  0.001
H6 -1.079 -2.038 0.045  0.003
H7 -0.325 -3.294 -0.775  0.001

***

Entry from the OMol25 dataset: a single C3H7F molecule (ωB97M-V with the def2-TZVPD basis set).

Calculated values
Relative energy (zero: lowest compared OMol25 entry of this formula, charge and spin) ... 0.0 kJ/mol
Total energy ... -5941.937 eV
Frontier orbital gap ... 0.465 hartree
Strongest force on any atom ... 1.96 eV/Å
HOMO ... -0.4228 Eh
LUMO level ... 0.0423 Eh

Last column: natural (NBO) charge in e.
Geometry (Å):
C1 -1.004 0.623 -0.524  -0.649
C2 -0.037 -0.524 -0.315  0.208
C3 0.967 -0.204 0.809  -0.649
H1 -1.747 0.682 0.315  0.221
H2 -1.530 0.479 -1.484  0.224
H3 -0.486 1.598 -0.550  0.210
H4 -0.603 -1.433 -0.024  0.152
H5 1.738 0.558 0.466  0.214
H6 1.528 -1.114 1.019  0.218
H7 0.514 0.241 1.738  0.219
F1 0.661 -0.906 -1.451  -0.368

***

Entry from the OMol25 dataset: a gas-phase ion, C3H7F2N2 (charge +1) (ωB97M-V with the def2-TZVPD basis set).

Calculated values
Total charge ... +1
Relative energy (zero: lowest compared OMol25 entry of this formula, charge and spin) ... 539.8 kJ/mol
Total energy ... -11627.383 eV
Frontier orbital gap ... 0.442 hartree
Strongest force on any atom ... 3.31 eV/Å
HOMO ... -0.5591 Eh
LUMO level ... -0.1170 Eh

Last column: natural (NBO) charge in e.
Geometry (Å):
C1 0.349 -0.468 0.664  -0.248
C2 0.044 1.039 0.751  -0.306
C3 -0.768 -0.206 -1.224  -0.070
N1 0.409 -0.871 -0.677  -0.561
N2 -0.879 1.173 -0.417  0.508
F1 -0.653 2.223 -1.221  -0.119
F2 -2.152 1.296 -0.051  -0.126
H1 1.365 -0.793 1.133  0.267
H2 -0.501 -1.035 1.046  0.216
H3 -0.553 1.099 1.669  0.286
H4 0.979 1.530 0.583  0.273
H5 -0.730 0.079 -2.218  0.245
H6 -1.666 -0.717 -1.092  0.240
H7 1.295 -0.673 -1.094  0.394

***

Which value of total energy does entry 4 give? -11627.383 eV

***

What is the total energy in the first record? -51953.164 eV